1.
24
Properties=species:S:1:pos:R:3 method="wB97M-V/def2-TZVPD" homo_lumo_gap_ev=9.3 smiles=Cc1ccc(O)cc1.CC energy_ev=-11607.3846 de_lowest_kcal_mol=5.8 max_force_ev_per_a=1.14 charge=0
C 0.272 -3.055 -0.214
C 0.289 -1.613 -0.710
C 1.462 -0.886 -0.479
C 1.553 0.432 -0.886
C 0.477 1.050 -1.516
O 0.437 2.399 -1.730
C -0.646 0.310 -1.839
C -0.748 -1.010 -1.398
H 0.881 -3.141 0.685
H 0.599 -3.688 -1.039
H -0.736 -3.371 0.023
H 2.347 -1.373 -0.089
H 2.451 1.010 -0.728
H 1.296 2.799 -1.554
H -1.524 0.768 -2.261
H -1.666 -1.562 -1.582
C -0.764 2.085 1.784
C -0.916 0.595 2.048
H -1.687 2.535 1.406
H -0.543 2.653 2.676
H -0.041 2.416 1.043
H -1.908 0.365 2.425
H -0.183 0.264 2.783
H -0.702 0.018 1.153



2.
23
Properties=species:S:1:pos:R:3 method="wB97M-V/def2-TZVPD" homo_lumo_gap_ev=8.7 energy_ev=-18039.4098 de_lowest_kcal_mol=146.3 max_force_ev_per_a=7.41 charge=0
C -4.097 1.220 -0.229
C -3.508 -0.328 0.129
C -1.308 -1.275 0.093
C 0.126 -0.867 0.204
C 0.634 0.452 0.145
C 3.040 1.165 0.172
C 4.334 0.749 0.209
C 3.653 -1.391 -0.224
C 2.256 -0.947 0.036
H -3.280 1.838 -0.911
H -5.080 1.102 -0.870
H -4.556 1.815 0.903
H -3.836 -0.875 -0.786
H -3.832 -0.664 1.303
H -0.044 1.262 -0.058
H 2.752 2.227 -0.436
H 5.059 1.617 -0.020
H 3.787 -2.457 -0.135
N 1.968 0.304 0.065
N 4.555 -0.568 -0.031
N 1.139 -1.762 0.162
O -2.128 -0.211 0.367
O -1.635 -2.404 -0.087



3.
75
Properties=species:S:1:pos:R:3 method="wB97M-V/def2-TZVPD" spin_multiplicity=8 homo_lumo_gap_ev="5.9 / 6.4" s_squared=15.960 energy_ev=-95898.2553 de_lowest_kcal_mol=0.0 max_force_ev_per_a=1.37 charge=+2
Gd 1.090 -0.525 -1.372
C 1.138 -3.084 2.490
C 1.027 -2.654 1.172
N 0.770 -1.376 0.880
C 0.691 -0.494 1.904
C 0.896 -0.948 3.215
N 1.081 -2.221 3.489
C 0.388 0.910 1.551
C -0.030 1.841 2.496
C -0.468 3.110 2.091
C -0.405 3.395 0.721
C 0.129 2.455 -0.157
N 0.480 1.218 0.242
C 0.336 2.756 -1.588
C 0.306 4.057 -2.108
N 0.419 4.293 -3.397
C 0.644 3.276 -4.206
C 0.798 1.983 -3.707
N 0.612 1.715 -2.409
C -0.982 4.075 3.067
C -1.505 3.648 4.292
C -1.921 4.597 5.213
N -1.890 5.891 4.972
C -1.443 6.311 3.807
C -0.961 5.453 2.828
H 1.305 -4.120 2.751
H 1.144 -3.334 0.330
H 0.931 -0.280 4.063
H -0.034 1.592 3.545
H -0.797 4.326 0.342
H 0.199 4.931 -1.482
H 0.724 3.501 -5.261
H 1.058 1.148 -4.354
H -1.612 2.603 4.526
H -2.287 4.306 6.186
H -1.458 7.380 3.655
H -0.548 5.860 1.920
F 7.731 0.267 0.994
C 6.747 0.054 0.133
C 5.423 0.065 0.558
F 5.092 0.279 1.833
C 4.423 -0.152 -0.375
F 3.082 -0.120 0.067
C 4.637 -0.411 -1.727
S 3.346 -0.705 -2.844
C 5.989 -0.419 -2.128
F 6.288 -0.650 -3.400
C 7.018 -0.184 -1.222
F 8.274 -0.182 -1.638
C -4.162 -4.115 -1.297
N -2.934 -3.876 -2.003
N -1.989 -2.972 -1.586
C -0.979 -2.904 -2.526
O 0.021 -2.134 -2.351
C -1.327 -3.811 -3.535
C -2.540 -4.379 -3.186
C -3.349 -5.369 -3.925
C -2.103 -2.131 -0.462
C -2.028 -0.745 -0.657
C -2.272 0.104 0.416
C -2.505 -0.418 1.681
C -2.489 -1.789 1.881
C -2.310 -2.652 0.813
H -4.468 -3.213 -0.767
H -4.061 -4.935 -0.581
H -4.944 -4.373 -2.011
H -0.755 -4.008 -4.417
H -2.829 -5.658 -4.832
H -4.317 -4.951 -4.204
H -3.530 -6.258 -3.322
H -1.939 -0.344 -1.669
H -2.342 1.168 0.250
H -2.716 0.241 2.508
H -2.651 -2.195 2.867
H -2.356 -3.721 0.965



4.
13
Properties=species:S:1:pos:R:3 method="wB97M-V/def2-TZVPD" homo_lumo_gap_ev=9.4 smiles="C[C@@]12C[C@@H]1C(=O)O2" energy_ev=-9374.3406 de_lowest_kcal_mol=63.5 max_force_ev_per_a=5.00 charge=0
C -1.339 0.784 0.558
C 0.021 0.244 0.538
C 0.197 -1.262 0.347
C 0.733 -0.642 -0.904
C 1.640 0.436 -0.782
O 2.256 1.119 -1.548
O 1.175 0.911 0.656
H -1.836 0.646 -0.359
H -1.228 1.850 0.758
H -1.911 0.308 1.309
H -0.767 -1.775 0.198
H 0.781 -1.807 1.072
H 0.279 -0.812 -1.844



5.
24
Properties=species:S:1:pos:R:3 method="wB97M-V/def2-TZVPD" homo_lumo_gap_ev=10.2 smiles="NS(=O)(=O)c1ccc(CCO)cc1" energy_ev=-26941.8783 de_lowest_kcal_mol=21.4 max_force_ev_per_a=1.55 charge=0
N 2.838 -0.724 1.498
S 2.603 -0.072 -0.006
O 3.030 -1.089 -0.951
O 3.194 1.256 0.053
C 0.849 0.149 -0.209
C 0.253 1.347 0.176
C -1.121 1.503 0.039
C -1.902 0.477 -0.497
C -3.400 0.620 -0.595
C -4.115 0.025 0.630
O -3.891 -1.358 0.757
C -1.281 -0.717 -0.882
C 0.089 -0.881 -0.740
H 2.470 -1.669 1.600
H 2.568 -0.097 2.244
H 0.871 2.174 0.571
H -1.582 2.421 0.325
H -3.665 1.678 -0.656
H -3.761 0.137 -1.495
H -3.829 0.580 1.527
H -5.180 0.135 0.516
H -2.981 -1.477 0.975
H -1.897 -1.520 -1.314
H 0.566 -1.763 -1.082



6.
52
Properties=species:S:1:pos:R:3 method="wB97M-V/def2-TZVPD" homo_lumo_gap_ev=3.8 energy_ev=-53653.6152 de_lowest_kcal_mol=255.9 max_force_ev_per_a=3.03 charge=0
O 1.573 5.325 0.036
N 1.422 4.198 -0.484
O 2.236 3.259 -0.301
C 0.274 3.962 -1.343
C -0.696 4.980 -1.526
C -1.732 4.832 -2.451
N -2.749 5.877 -2.530
O -3.732 5.777 -3.286
O -2.582 6.860 -1.768
C -1.750 3.611 -3.251
N -2.290 3.441 -4.488
O -1.700 2.299 -4.990
N -0.833 1.715 -4.037
O -0.226 0.688 -4.290
C -0.820 2.590 -2.937
C 0.175 2.703 -1.979
H -0.632 5.900 -0.942
H 0.913 1.914 -1.895
C -0.371 1.402 0.490
O -0.189 0.521 1.593
C -0.144 -0.804 1.233
C 1.118 -1.399 1.217
S 2.606 -0.470 1.201
C 3.533 -1.917 1.334
C 5.013 -1.864 1.443
C 2.746 -3.033 1.389
C 3.182 -4.460 1.461
N 1.406 -2.726 1.436
C 0.380 -3.730 1.699
C -1.439 -1.463 1.164
C -1.835 -2.234 0.050
C -3.051 -2.917 0.110
C -3.876 -2.797 1.238
C -3.501 -1.967 2.305
C -2.306 -1.262 2.254
H -0.414 2.408 0.911
H 0.507 1.294 -0.153
H -1.284 1.158 -0.076
H 5.436 -2.873 1.456
H 5.460 -1.310 0.607
H 5.319 -1.355 2.369
H 4.265 -4.509 1.304
H 2.979 -4.933 2.436
H 2.721 -5.090 0.682
H 0.850 -4.607 2.152
H -0.367 -3.354 2.409
H -0.117 -4.045 0.773
H -1.171 -2.272 -0.819
H -3.354 -3.549 -0.728
H -4.818 -3.347 1.293
H -4.140 -1.850 3.180
H -1.996 -0.580 3.050



7.
128
Properties=species:S:1:pos:R:3 method="wB97M-V/def2-TZVPD" homo_lumo_gap_ev=9.7 energy_ev=-159058.2081 max_force_ev_per_a=0.74 charge=0
H 1.147 6.164 4.811
N 0.195 5.939 4.519
C -0.653 6.627 5.178
C -0.261 7.651 6.222
C -2.136 6.496 4.921
Si -2.680 5.411 3.463
C -4.138 4.311 3.971
C -4.279 2.943 3.264
C -3.212 1.913 3.625
O -2.064 1.959 2.764
C -2.201 1.387 1.555
C -1.212 1.908 0.555
O -3.019 0.515 1.331
C -3.098 6.593 2.027
Cl -1.486 7.159 1.439
C -3.986 6.004 0.917
C -3.473 6.116 -0.518
H 0.629 7.304 6.754
H -0.014 8.588 5.712
H -1.056 7.832 6.945
H -2.493 7.512 4.694
H -2.644 6.214 5.850
H -1.588 4.537 3.024
H -3.982 4.087 5.036
H -5.092 4.847 3.926
H -5.233 2.505 3.583
H -4.353 3.048 2.180
H -2.824 2.107 4.628
H -3.640 0.909 3.626
H -1.748 2.453 -0.224
H -0.715 1.056 0.083
H -0.465 2.546 1.022
H -3.566 7.490 2.437
H -4.218 4.957 1.115
H -4.940 6.540 0.948
H -2.575 5.516 -0.688
H -4.257 5.744 -1.184
H -3.281 7.151 -0.806
C -9.399 1.448 -1.825
C -8.625 1.429 -0.525
O -7.194 1.324 -0.728
S -6.422 2.638 -1.168
C -4.795 2.069 -0.845
O -6.758 3.693 -0.255
O -6.595 2.849 -2.572
H -9.211 2.361 -2.389
H -10.467 1.388 -1.612
H -9.116 0.603 -2.452
H -8.832 2.310 0.084
H -8.875 0.550 0.065
H -4.693 1.880 0.218
H -4.120 2.857 -1.169
H -4.616 1.161 -1.415
C -0.870 -0.810 4.278
C -1.394 -2.121 3.736
O -0.700 -3.276 4.273
S -1.085 -3.730 5.744
C -0.323 -5.314 5.697
O -2.508 -3.871 5.823
O -0.407 -2.907 6.696
H -1.092 -0.699 5.339
H -1.339 0.010 3.736
H 0.211 -0.745 4.157
H -2.463 -2.237 3.918
H -1.232 -2.188 2.662
H -0.825 -5.922 4.951
H -0.441 -5.746 6.688
H 0.729 -5.186 5.462
C 2.258 -2.827 -2.173
C 1.236 -3.924 -1.973
O 0.080 -3.488 -1.212
S -1.005 -2.616 -1.971
C -2.284 -2.750 -0.777
O -1.378 -3.289 -3.178
O -0.566 -1.255 -2.039
H 1.879 -2.041 -2.824
H 3.159 -3.246 -2.623
H 2.522 -2.369 -1.219
H 0.899 -4.341 -2.923
H 1.650 -4.741 -1.385
H -2.600 -3.786 -0.701
H -3.104 -2.123 -1.121
H -1.906 -2.379 0.172
C 9.100 -4.175 -3.064
C 8.304 -5.452 -2.920
O 7.615 -5.548 -1.642
S 6.301 -4.697 -1.453
C 5.712 -5.512 -0.011
O 5.416 -4.951 -2.551
O 6.633 -3.345 -1.117
H 8.452 -3.302 -3.128
H 9.695 -4.228 -3.977
H 9.762 -4.029 -2.213
H 7.572 -5.570 -3.719
H 8.954 -6.324 -2.932
H 5.486 -6.545 -0.261
H 4.812 -4.986 0.302
H 6.476 -5.450 0.759
C -2.829 -2.522 -5.711
C -3.221 -1.615 -6.858
O -2.588 -1.985 -8.111
S -3.188 -3.223 -8.896
C -2.370 -2.933 -10.425
O -4.599 -3.032 -9.052
O -2.705 -4.442 -8.326
H -3.229 -3.525 -5.846
H -3.216 -2.119 -4.777
H -1.748 -2.600 -5.635
H -4.301 -1.583 -7.006
H -2.882 -0.596 -6.680
H -2.721 -1.992 -10.838
H -2.629 -3.762 -11.080
H -1.299 -2.911 -10.246
C 12.102 0.303 0.781
C 11.153 -0.613 1.525
O 9.767 -0.381 1.184
S 9.249 -0.970 -0.201
C 7.534 -0.759 0.096
O 9.600 -2.358 -0.254
O 9.657 -0.103 -1.264
H 12.118 0.078 -0.284
H 13.110 0.180 1.176
H 11.799 1.343 0.899
H 11.389 -1.664 1.355
H 11.199 -0.431 2.597
H 7.241 -1.396 0.925
H 7.013 -1.055 -0.809
H 7.357 0.290 0.320



8.
24
Properties=species:S:1:pos:R:3 method="wB97M-V/def2-TZVPD" spin_multiplicity=2 homo_lumo_gap_ev="10.9 / 3.5" s_squared=0.753 energy_ev=-81541.1701 de_lowest_kcal_mol=0.0 max_force_ev_per_a=1.84 charge=+1
Cl -0.879 -0.823 -1.929
C 0.025 -2.382 -1.565
C 1.260 -2.443 -2.507
Cl 0.761 -2.796 -4.187
H -0.508 -3.326 -1.682
H 0.293 -2.416 -0.509
H 1.848 -3.273 -2.117
H 1.840 -1.521 -2.453
Cl 3.088 -1.182 0.007
C 2.689 -0.875 1.736
C 1.569 0.139 1.940
Cl -0.079 -0.506 1.415
H 3.631 -0.469 2.103
H 2.441 -1.772 2.303
H 1.764 1.101 1.467
H 1.530 0.307 3.017
Cl -4.090 2.574 1.972
C -3.462 2.789 0.331
C -1.909 2.782 0.411
Cl -1.169 2.879 -1.234
H -3.813 3.762 -0.013
H -3.778 1.990 -0.339
H -1.528 1.850 0.829
H -1.524 3.612 1.004



9.
48
Properties=species:S:1:pos:R:3 method="wB97M-V/def2-TZVPD" spin_multiplicity=2 homo_lumo_gap_ev="7.8 / 7.2" s_squared=0.756 energy_ev=-150576.9940 de_lowest_kcal_mol=15.7 max_force_ev_per_a=3.91 charge=-1
Cu 2.046 1.313 -1.140
O 2.471 3.773 1.774
C 2.650 2.755 1.149
O 2.584 2.700 -0.076
C 2.951 1.530 1.981
C 2.770 1.628 3.400
C 2.926 0.521 4.254
C 3.298 -0.691 3.650
C 3.613 -0.765 2.301
C 3.446 0.320 1.443
S 3.806 0.101 -0.260
H 2.550 2.628 3.820
H 2.749 0.403 5.290
H 3.349 -1.623 4.231
H 4.023 -1.683 1.822
N 1.975 -2.110 -1.683
C 1.190 -1.327 -2.421
N 1.218 0.014 -2.378
C 0.073 0.423 -3.069
C -0.690 -0.524 -3.691
S 0.067 -2.059 -3.448
C -0.370 1.817 -2.780
C -1.519 2.347 -3.193
S -1.698 3.880 -2.370
C -0.128 3.668 -1.588
N 0.441 2.569 -1.917
N 0.436 4.637 -0.845
H 2.550 -1.648 -0.981
H 1.631 -3.079 -1.466
H -1.618 -0.326 -4.135
H -2.351 1.928 -3.793
H -0.178 5.290 -0.411
H 1.199 4.393 -0.244
F -2.343 -0.124 2.288
C -3.500 -0.667 2.625
F -4.330 0.305 3.045
F -3.350 -1.483 3.636
S -4.155 -1.726 1.173
O -4.425 -0.761 0.184
O -5.246 -2.414 1.732
N -2.872 -2.652 0.960
S -1.943 -2.732 -0.311
O -0.893 -3.705 -0.117
O -1.615 -1.482 -0.927
C -2.978 -3.629 -1.623
F -3.145 -4.950 -1.301
F -4.232 -3.097 -1.743
F -2.432 -3.686 -2.849